1.
Molecular formula: C42H47BN8O3PPdSe
Method: DFT, ωB97M-V/def2-TZVPD

charge	+1
calculated total energy	-5187.9906	Ha
gap between HOMO and LUMO	7.17	eV
lowest unoccupied orbital energy	-0.1256	Ha

Structure (XYZ):
```
104
Properties=species:S:1:pos:R:3:lowdin_charge:R:1
Pd 0.61 -0.13 -0.17 0.880
Se -2.06 0.41 -2.11 1.291
P -0.87 -1.48 0.86 0.644
O -2.10 -0.53 1.09 -0.290
O -1.50 -2.70 0.07 -0.239
O -0.47 -2.15 2.24 -0.235
N -0.49 -0.41 -1.85 -0.365
N 1.64 1.52 -0.89 -0.002
N -1.21 2.49 -0.02 0.092
N -2.42 -0.59 -3.50 -0.188
N 1.70 0.17 1.47 -0.049
N 1.57 1.38 2.06 0.057
N -0.59 2.55 1.20 0.018
N 1.54 2.64 -0.14 0.032
C 3.53 -4.62 1.21 -0.071
C 0.77 -2.24 -2.89 -0.043
C 2.47 -0.14 -5.26 -0.070
C 3.19 -2.89 2.85 -0.025
C 0.76 -3.15 -3.89 -0.055
C -3.94 3.76 -3.15 -0.076
C 2.83 -1.99 1.85 -0.168
C -4.75 2.61 -0.77 -0.045
C -0.75 -3.94 -0.13 -0.243
C -3.03 3.62 -2.11 -0.077
C 2.55 0.81 -3.05 -0.183
C 2.19 1.85 -2.06 -0.234
C 2.47 -0.61 2.22 -0.243
C -3.97 0.07 2.45 -0.050
C 3.41 -1.09 -4.88 -0.089
C -5.25 3.32 -3.01 -0.080
C -1.08 3.17 3.57 -0.011
C -5.65 2.75 -1.81 -0.073
C 3.52 -4.20 2.53 -0.061
C -0.42 -1.41 3.49 -0.243
C 2.05 0.81 -4.34 -0.025
C -0.32 -3.23 -4.83 -0.055
C -3.42 -0.97 1.52 -0.226
C 2.85 0.12 3.35 0.035
C -1.46 2.97 2.15 -0.281
C 2.86 -2.41 0.53 -0.064
C -2.47 2.86 0.19 -0.295
C 2.29 1.37 3.21 -0.248
C -1.39 -2.40 -4.76 -0.003
C 3.20 -3.71 0.21 -0.081
C -0.33 -1.35 -2.77 -0.352
C -2.69 3.15 1.55 0.009
C -1.36 -2.03 4.49 -0.048
C -3.43 3.03 -0.91 -0.252
C 3.50 -0.14 -2.68 -0.049
C 2.00 5.08 -0.30 -0.007
C 3.93 -1.09 -3.59 -0.081
C -1.43 -1.44 -3.70 -0.366
C -1.34 -5.03 0.72 -0.055
C 2.43 3.23 -2.07 0.054
C 2.00 3.69 -0.84 -0.253
C 2.45 2.55 4.11 -0.006
B 0.96 2.60 1.29 -0.488
H -3.99 1.05 1.96 0.046
H -6.67 2.41 -1.69 0.107
H -0.79 -5.96 0.55 0.087
H 1.59 -3.83 -4.00 0.115
H -1.10 -3.08 4.65 0.088
H -3.62 4.23 -4.08 0.107
H -4.99 -0.19 2.75 0.092
H 0.30 -3.76 0.10 0.097
H 4.68 -1.82 -3.31 0.109
H 1.60 -2.17 -2.20 0.084
H 3.79 -4.89 3.32 0.110
H -2.01 3.96 -2.21 0.113
H 0.99 5.39 -0.03 0.092
H 2.88 3.80 -2.86 0.121
H 3.09 2.26 4.95 0.089
H -5.95 3.44 -3.82 0.106
H -3.34 -1.95 1.98 0.113
H 3.80 -5.63 0.96 0.108
H -0.84 -4.16 -1.20 0.116
H -0.26 3.87 3.67 0.074
H -3.36 0.15 3.35 0.077
H -2.39 -1.98 4.15 0.066
H -1.25 -4.78 1.78 0.074
H 1.32 3.56 1.91 0.117
H 2.92 3.38 3.60 0.090
H -2.38 -5.20 0.48 0.086
H 2.65 -1.71 -0.27 0.060
H -0.78 2.22 4.03 0.077
H -0.67 -0.36 3.30 0.106
H -4.02 -1.07 0.61 0.123
H -1.28 -1.51 5.44 0.090
H 3.92 -0.11 -1.68 0.114
H 3.51 -0.19 4.15 0.122
H -2.21 -2.45 -5.45 0.122
H 2.39 5.76 -1.04 0.086
H -5.07 2.15 0.16 0.106
H -1.93 3.56 4.13 0.089
H 2.08 -0.14 -6.26 0.110
H -3.59 3.51 2.02 0.122
H 3.76 -1.83 -5.60 0.109
H 2.62 5.15 0.60 0.084
H -0.27 -3.98 -5.62 0.111
H 0.61 -1.46 3.83 0.104
H 3.22 -4.02 -0.83 0.106
H 1.32 1.56 -4.63 0.122
H 1.50 2.89 4.51 0.064
H 3.18 -2.58 3.89 0.115
```

2.
Molecular formula: C42H47Cl2GaN4O2
Method: DFT, ωB97M-V/def2-TZVPD

calculated total energy	-4843.2647	Ha
gap between HOMO and LUMO	5.64	eV
lowest unoccupied orbital energy	-0.0218	Ha

Structure (XYZ):
```
98
Properties=species:S:1:pos:R:3:lowdin_charge:R:1
Ga 0.25 -0.81 -0.19 0.481
Cl -1.73 -3.20 -1.25 0.737
Cl 2.35 -4.08 2.23 0.644
O -0.73 1.67 0.10 -0.004
O -3.34 -0.54 -0.62 -0.238
N 0.40 -0.10 1.97 0.119
N 0.49 1.58 -9.80 0.153
N 0.68 -2.41 0.50 -0.057
N 2.26 -0.11 0.11 0.112
C -0.32 -6.50 0.51 -0.125
C 0.32 -3.68 0.45 -0.511
C -3.78 -0.69 -2.95 -0.076
C -0.69 4.01 -0.31 -0.013
C 1.35 0.56 -5.17 -0.004
C -2.69 0.60 4.73 -0.080
C -0.88 1.41 3.37 -0.200
C -0.76 -4.27 -0.28 -0.584
C 3.85 -1.10 -1.49 -0.195
C 2.66 -0.25 1.30 -0.217
C 3.76 -2.46 -0.85 -0.028
C 1.03 -4.65 1.23 -0.583
C -4.36 -0.83 -1.56 -0.291
C 0.02 0.14 -3.16 -0.068
C 2.01 -0.42 3.79 0.015
C 4.09 1.42 -2.70 -0.058
C 4.09 -0.36 1.71 0.018
C 2.45 2.42 -1.07 -0.024
C -2.35 2.44 -1.46 0.004
C -1.23 2.61 -0.48 -0.462
C -3.69 -0.85 0.72 -0.271
C -4.62 0.17 1.34 -0.057
C -2.42 -0.70 4.33 -0.050
C 0.06 -0.15 -1.99 -0.013
C 4.79 0.34 -3.20 -0.085
C 1.59 -0.27 2.37 -0.239
C 0.30 1.02 -7.28 -0.234
C 0.09 0.44 -4.57 -0.221
C -0.65 0.10 2.94 -0.189
C 0.40 1.33 -8.68 -0.185
C -1.92 1.64 4.26 -0.047
C 1.45 0.85 -6.52 -0.016
C -1.07 -5.61 -0.26 -0.141
C 3.15 0.01 -1.01 -0.190
C 0.74 -6.00 1.25 -0.144
C 0.03 2.55 2.97 -0.035
C -1.40 -0.98 3.43 -0.216
C -1.06 0.60 -5.34 -0.014
C -1.12 -2.41 3.05 -0.017
C 3.25 1.27 -1.60 -0.207
C 4.67 -0.90 -2.61 -0.039
C -0.96 0.89 -6.69 -0.020
H 0.81 2.69 3.73 0.088
H 2.85 -2.59 -0.27 0.033
H -1.91 -5.96 -0.85 0.096
H -2.93 -1.36 -3.09 0.054
H 0.51 2.37 2.02 0.049
H -3.44 0.33 -3.12 0.051
H -1.59 -3.08 3.76 0.089
H -5.21 -0.14 -1.44 0.116
H 2.24 0.43 -4.57 0.103
H -4.11 -1.86 0.76 0.124
H 4.31 0.31 2.54 0.092
H -4.54 -0.92 -3.70 0.083
H -4.78 -0.06 2.39 0.070
H -1.47 4.65 0.11 0.093
H 5.21 -1.75 -3.01 0.115
H -2.93 1.57 -1.19 0.064
H -0.56 -7.55 0.52 0.091
H -2.03 0.49 -4.88 0.096
H -3.00 -1.52 4.73 0.114
H 4.27 -1.38 2.06 0.096
H -3.50 0.79 5.43 0.104
H -0.53 3.48 2.91 0.083
H -1.88 2.26 -2.44 0.091
H -2.96 3.34 -1.54 0.090
H 4.18 2.40 -3.16 0.112
H -2.11 2.66 4.60 0.112
H 1.34 -6.65 1.87 0.094
H 2.42 0.95 -6.99 0.121
H 2.69 2.63 -0.02 0.087
H 2.61 0.44 4.12 0.097
H -4.73 -1.85 -1.40 0.118
H 4.76 -0.16 0.88 0.094
H 1.38 2.19 -1.11 0.052
H 4.62 -2.63 -0.19 0.086
H 0.18 4.02 0.34 0.069
H 2.64 3.32 -1.65 0.085
H 3.80 -3.24 -1.61 0.091
H -0.05 -2.62 3.00 0.056
H 1.15 -0.52 4.44 0.093
H 2.63 -1.31 3.89 0.087
H -1.85 1.01 -7.29 0.121
H 5.44 0.47 -4.06 0.105
H -0.43 4.42 -1.29 0.096
H -4.18 1.17 1.28 0.078
H -5.60 0.19 0.84 0.069
H -2.75 -0.86 1.27 0.087
H -1.50 -2.64 2.05 0.071
```

3.
Molecular formula: C42H47Ge2HfN6O5
Method: DFT, ωB97M-V/def2-TZVPD

charge	+2
multiplicity	2
calculated total energy	-6535.0060	Ha
gap between HOMO and LUMO (spin up / spin down)	5.79 / 7.17	eV
lowest unoccupied orbital energy (spin up / spin down)	-0.2191 / -0.2277	Ha

Structure (XYZ):
```
103
Properties=species:S:1:pos:R:3:lowdin_charge:R:1
Hf 0.30 0.53 -0.19 1.826
Ge -2.11 -1.84 -0.66 0.967
Ge -2.83 -1.92 -3.03 0.713
O -0.95 -0.02 1.39 -0.300
O -0.72 0.83 -2.00 -0.224
O -0.77 1.20 3.25 0.068
O -0.68 2.35 0.46 -0.111
O 0.87 2.70 -0.99 -0.065
N -2.05 2.53 -2.60 -0.093
N 2.60 0.84 -0.65 -0.124
N 1.45 -1.17 -1.75 0.046
N 2.14 0.98 3.90 0.167
N 1.78 0.68 1.62 0.027
N 3.22 1.78 0.14 0.112
C 0.45 -4.34 1.66 -0.068
C 1.54 0.39 2.89 -0.127
C -5.95 -0.83 0.74 -0.066
C -0.27 -3.25 1.19 -0.131
C -3.00 2.28 -1.52 -0.003
C -0.99 5.13 0.99 -0.004
C -6.07 -1.56 1.92 -0.059
C 2.71 -2.46 -3.89 -0.010
C 3.07 -1.17 -3.53 0.012
C 1.75 -3.10 -3.13 -0.018
C -0.31 7.36 0.44 -0.047
C 2.92 2.13 3.73 -0.152
C 4.02 3.63 2.20 0.007
C -0.44 -5.70 -0.10 -0.061
C -1.10 6.49 1.19 -0.050
C 2.77 1.64 1.35 -0.261
C 0.38 -5.57 1.01 -0.062
C 2.46 -0.58 -2.44 -0.263
C 0.59 6.88 -0.49 -0.052
C -0.09 4.64 0.04 -0.144
C -1.47 0.70 2.39 -0.607
C 0.05 3.20 -0.18 -0.532
C 3.24 2.50 2.42 -0.084
C -2.41 3.65 -3.49 0.010
C 1.13 -2.41 -2.10 -0.109
C -3.86 -2.46 1.58 -0.099
C -1.43 -1.94 -4.41 -0.230
C -3.91 -3.56 -3.09 -0.235
C -1.08 -3.37 0.05 -0.405
C 3.04 0.60 -1.81 -0.031
C 4.14 4.00 4.58 -0.033
C -1.00 1.77 -2.81 -0.446
C -3.98 -0.41 -3.53 -0.227
C -3.73 -1.73 0.40 -0.390
C -2.96 0.86 2.40 0.036
C -0.11 1.98 -3.99 0.049
C -4.79 -0.91 -0.01 -0.152
C 0.71 5.52 -0.70 -0.007
C -1.16 -4.61 -0.57 -0.120
C -5.02 -2.38 2.33 -0.062
C 4.46 4.38 3.28 -0.042
C 3.37 2.87 4.82 0.010
H 3.11 2.57 5.83 0.126
H -0.52 -6.66 -0.60 0.114
H 1.88 0.69 4.84 0.180
H 1.42 5.12 -1.42 0.120
H 1.46 -4.13 -3.33 0.125
H 0.89 -0.44 3.11 0.139
H -2.78 1.33 -1.04 0.067
H 0.63 2.74 -3.72 0.110
H -3.29 -4.46 -3.13 0.011
H -4.01 2.25 -1.95 0.108
H -3.08 3.31 -4.27 0.112
H 0.35 -2.89 -1.52 0.058
H 3.87 1.14 -2.25 0.151
H -4.88 -0.31 -2.92 0.014
H -4.52 -3.55 -3.99 0.031
H 4.49 4.59 5.41 0.122
H -0.98 -2.93 -4.51 0.017
H -2.92 4.40 -2.88 0.106
H -4.31 -0.61 -4.55 0.037
H -0.40 8.43 0.60 0.117
H -3.44 0.44 1.52 0.048
H -4.57 -3.63 -2.23 0.024
H -1.58 4.43 1.56 0.120
H -3.37 0.41 3.30 0.107
H -5.12 -2.96 3.24 0.113
H -2.95 3.08 -0.79 0.104
H -1.79 -4.75 -1.44 0.085
H 0.94 -6.41 1.38 0.113
H -0.22 -2.31 1.72 0.070
H 5.06 5.26 3.11 0.118
H -6.76 -0.20 0.41 0.112
H 0.42 1.05 -4.18 0.085
H 3.86 -0.64 -4.05 0.129
H 1.07 -4.23 2.54 0.108
H -3.45 0.54 -3.54 -0.008
H 1.20 7.57 -1.06 0.114
H -1.53 4.10 -3.92 0.096
H -0.63 2.30 -4.88 0.098
H -4.71 -0.33 -0.92 0.060
H -1.79 6.88 1.92 0.115
H -3.06 -3.11 1.91 0.100
H -3.16 1.93 2.46 0.100
H 4.27 3.91 1.19 0.121
H 3.19 -2.96 -4.72 0.128
H -1.90 -1.70 -5.37 0.032
H -6.97 -1.50 2.51 0.113
H -0.65 -1.21 -4.22 -0.009
```

4.
Molecular formula: C42H47N3O6
Method: DFT, ωB97M-V/def2-TZVPD

calculated total energy	-2244.1460	Ha
gap between HOMO and LUMO	2.70	eV
lowest unoccupied orbital energy	-0.0689	Ha

Structure (XYZ):
```
98
Properties=species:S:1:pos:R:3:lowdin_charge:R:1
O -4.87 4.19 6.33 -0.020
O 1.94 -2.78 4.10 0.092
O 5.36 -2.25 1.88 -0.071
O 4.75 1.93 3.78 -0.076
O -5.01 2.35 5.09 0.039
O 6.36 0.08 2.74 -0.085
N -3.26 4.46 3.33 0.064
N -0.31 -3.30 3.96 -0.036
N -1.22 -1.24 3.59 0.025
C -1.18 6.23 0.90 -0.056
C 0.77 -2.48 3.91 -0.376
C -7.60 -0.88 2.74 -0.082
C -5.67 0.62 2.93 -0.205
C -3.47 5.45 0.61 -0.042
C -4.27 4.51 4.15 -0.104
C -1.60 -2.68 3.64 -0.454
C 0.24 -1.07 3.56 -0.155
C 0.75 -0.55 2.22 -0.081
C -1.98 -0.14 3.49 0.010
C 4.14 0.94 3.07 -0.191
C 3.97 3.05 4.23 -0.049
C 4.85 -3.55 1.52 -0.046
C -4.27 0.90 3.12 0.018
C -5.46 3.32 7.33 -0.233
C 6.88 -0.42 4.00 -0.028
C -2.07 -3.20 2.28 0.012
C -1.83 6.44 3.82 -0.169
C -3.34 5.61 -0.77 -0.098
C -0.29 7.99 5.62 -0.117
C 2.76 0.79 2.88 0.018
C -0.14 -4.72 4.17 -0.010
C -6.55 1.72 2.68 -0.016
C -2.60 -3.03 4.74 0.008
C -0.52 8.45 4.32 -0.100
C -7.90 1.52 2.47 -0.064
C -2.12 6.03 -1.33 -0.108
C -3.36 -0.14 3.25 -0.056
C -6.24 -0.69 2.98 -0.017
C -4.72 3.54 5.15 -0.463
C -1.60 6.01 5.14 -0.045
C -2.40 5.77 1.47 -0.186
C 5.01 -0.03 2.53 -0.157
C -2.56 5.57 2.90 -0.216
C -0.85 6.77 6.03 -0.102
C 4.48 -1.21 1.96 -0.189
C -1.29 7.70 3.44 -0.058
C -8.43 0.22 2.50 -0.073
C -5.67 4.04 8.63 -0.072
C -1.05 6.35 -0.48 -0.095
C 2.24 -0.34 2.23 -0.230
C 3.12 -1.25 1.65 0.014
H 0.55 -0.36 4.35 0.171
H -3.82 -1.10 3.10 0.051
H -9.49 0.07 2.31 0.103
H -1.43 0.80 3.54 0.150
H -2.79 -4.11 4.72 0.090
H 6.46 0.15 4.84 0.087
H -6.49 4.75 8.56 0.077
H 2.72 -2.09 1.08 0.115
H 0.34 8.54 6.31 0.090
H -8.52 2.39 2.29 0.107
H -4.19 5.37 -1.41 0.097
H -3.54 -2.51 4.60 0.073
H -2.98 -2.68 1.97 0.083
H -2.01 6.11 -2.41 0.093
H -1.98 5.03 5.43 0.099
H -2.29 -4.27 2.36 0.088
H -5.62 -1.58 3.18 0.101
H -6.09 2.71 2.63 0.115
H -0.07 9.39 4.00 0.100
H 3.46 3.54 3.39 0.099
H -8.00 -1.89 2.73 0.105
H 0.25 0.41 1.98 0.128
H -4.79 5.49 4.31 0.135
H 0.92 -4.94 4.31 0.099
H 4.09 -3.89 2.24 0.094
H 3.24 2.74 4.99 0.094
H -0.69 -5.05 5.06 0.091
H -4.78 4.57 8.98 0.079
H -0.71 6.40 7.04 0.096
H -4.39 5.07 1.04 0.099
H 7.95 -0.24 3.93 0.088
H -1.28 -3.06 1.53 0.097
H -4.77 2.47 7.46 0.122
H 0.50 -1.27 1.43 0.125
H -1.42 8.09 2.43 0.103
H 4.45 -3.54 0.49 0.092
H -5.93 3.26 9.35 0.077
H 2.07 1.53 3.28 0.116
H -2.17 -2.78 5.72 0.107
H -0.10 6.70 -0.91 0.100
H 6.68 -1.49 4.10 0.087
H -0.51 -5.28 3.31 0.091
H 5.73 -4.20 1.56 0.091
H -3.95 1.94 3.02 0.101
H 4.71 3.73 4.66 0.092
H -0.33 6.43 1.55 0.108
H -6.42 2.96 6.94 0.126
```